{
  "formula": "C2H4N2P2",
  "method": "wB97M-V/def2-TZVPD",
  "symbols": ["C", "C", "N", "N", "P", "P", "H", "H", "H", "H"],
  "coordinates": [[-0.74851, 0.59931, -0.88970], [0.57090, -0.47748, 0.86225], [0.27898, 0.92892, -1.54388], [1.74515, -0.31682, 0.11590], [1.68324, 0.13935, -1.68994], [-1.08437, -0.89280, -0.09420], [-1.33225, 1.44718, -0.51540], [0.78840, -1.38212, 1.60152], [0.27448, 0.45611, 1.44474], [-2.17602, -0.50164, 0.70871]],
  "charge": 0,
  "fmax_ev_per_a": 6.0,
  "relative_energy_kcal_mol": 45.6,
  "smiles": "C1=NP=NCP1",
  "e_homo_ha": [-0.3110, -0.3133],
  "lumo_ev": [-0.91, -0.92],
  "molar_mass_g_mol": 118.02
}

---

{
  "formula": "C2H4N2P2",
  "method": "wB97M-V/def2-TZVPD",
  "symbols": ["C", "C", "N", "N", "P", "P", "H", "H", "H", "H"],
  "coordinates": [[-2.29274, -1.03715, -1.22009], [1.40470, 0.54224, 0.95463], [0.38517, -0.71098, -0.45050], [0.26262, 0.50357, 0.12844], [-0.78095, 1.69981, -0.03922], [-0.74238, -1.47659, -1.30548], [-3.26173, -1.10114, -1.52611], [1.58769, -0.61887, 1.23220], [2.24406, 1.07313, 0.38307], [1.19355, 1.12599, 1.84306]],
  "charge": 0,
  "fmax_ev_per_a": 3.5,
  "relative_energy_kcal_mol": 121.1,
  "e_homo_ha": [-0.2966, -0.2983],
  "lumo_ev": [-1.48, -1.08],
  "molar_mass_g_mol": 118.02
}

---

{
  "formula": "C2H4N2S",
  "method": "wB97M-V/def2-TZVPD",
  "symbols": ["C", "C", "N", "N", "S", "H", "H", "H", "H"],
  "coordinates": [[-1.07441, 0.17858, -0.64254], [-0.01369, 0.56150, 0.40575], [1.40832, -1.12375, -0.13067], [1.10735, -0.28315, 0.73776], [-2.59778, 0.05616, -0.03388], [-0.82629, 0.01288, -1.75345], [-0.46991, 0.67485, 1.42637], [0.18072, 1.54136, -0.04758], [2.28570, -1.61844, 0.03823]],
  "charge": 0,
  "fmax_ev_per_a": 2.8,
  "relative_energy_kcal_mol": 61.2,
  "smiles": "[H]/N=N/CC=S",
  "e_homo_ha": -0.3199,
  "lumo_ev": -0.46,
  "molar_mass_g_mol": 88.14
}

---

{
  "formula": "C2H4N2S",
  "method": "wB97M-V/def2-TZVPD",
  "symbols": ["C", "C", "N", "N", "S", "H", "H", "H", "H"],
  "coordinates": [[0.56140, 0.55788, 0.49238], [-0.90285, -0.13822, 0.39163], [0.51076, 0.28670, -1.04957], [-0.69542, -0.35628, -1.00899], [-0.74011, -1.82831, 0.01656], [0.55716, 1.66108, 0.74053], [1.29549, -0.14570, 0.95789], [-1.86347, 0.27723, 0.91298], [1.27702, -0.31437, -1.45341]],
  "charge": 0,
  "fmax_ev_per_a": 3.3,
  "relative_energy_kcal_mol": 78.1,
  "smiles": "C1NN2S[C@@H]12",
  "e_homo_ha": -0.3179,
  "lumo_ev": 0.66,
  "molar_mass_g_mol": 88.14
}

---

{
  "formula": "C2H4N2S",
  "method": "wB97M-V/def2-TZVPD",
  "symbols": ["C", "C", "H", "H", "H", "H", "N", "N", "S"],
  "coordinates": [[-0.44300, -0.03154, 0.07691], [0.83169, -0.72344, 0.12820], [-1.00627, 1.72171, 0.40349], [0.96064, 1.68830, -0.36789], [-1.68030, -1.59698, 0.00543], [0.74817, -1.75432, -0.06416], [-0.19844, 1.31039, -0.01591], [-1.64429, -0.55326, -0.13074], [2.43180, -0.06086, -0.03532]],
  "charge": 0,
  "fmax_ev_per_a": 5.5,
  "relative_energy_kcal_mol": 56.0,
  "smiles": "[H]/N=C(/N)C=S",
  "e_homo_ha": -0.3461,
  "lumo_ev": -1.76,
  "molar_mass_g_mol": 88.13
}

---

{
  "formula": "C2H4N2S",
  "method": "wB97M-V/def2-TZVPD",
  "symbols": ["C", "C", "H", "H", "H", "H", "N", "N", "S"],
  "coordinates": [[1.14147, -1.12288, 0.03254], [-1.22441, 0.63810, 0.15236], [0.25106, -1.69440, 0.75647], [2.09548, -1.73570, -0.32593], [0.26510, 1.77407, -0.38080], [-1.75350, 1.71540, 0.16614], [1.36505, 0.15572, -0.22208], [0.04119, 0.84098, -0.02223], [-2.18143, -0.57129, -0.15647]],
  "charge": 0,
  "fmax_ev_per_a": 6.6,
  "relative_energy_kcal_mol": 79.5,
  "smiles": "C=NNC=S",
  "e_homo_ha": -0.3107,
  "lumo_ev": 0.11,
  "molar_mass_g_mol": 88.13
}

---

Which formula does entry 5 have?
C2H4N2S